Here is a structure of composition C3H4N2OS in a non-equilibrium geometry from the OMol25 dataset. Energies are from the ωB97M-V functional and the def2-TZVPD basis.

```
11
Properties=species:S:1:pos:R:3:forces:R:3
C -0.5585 0.5044 1.8444 2.1 0.7 -1.9
C -0.6962 -0.9085 0.2569 -2.4 -1.8 -4.2
C 0.9899 0.2372 -1.2245 0.5 4.1 0.3
N 0.3329 0.8872 0.9709 -1.3 1.3 1.0
N 0.1210 0.0456 -0.1088 0.1 0.0 2.5
O -1.1643 -0.5875 1.4572 -1.2 -1.9 -0.5
S -1.8246 -2.0718 -1.5356 1.6 1.4 2.6
H -0.9438 0.9235 2.7224 0.3 0.8 1.2
H 1.9402 0.5077 -0.7328 -0.3 0.2 -0.6
H 1.1454 -0.6367 -1.6990 0.1 -2.9 -1.9
H 0.6581 1.0989 -1.9512 0.4 -1.8 1.6
```
Positions in Å, forces in eV/Å.

Summary:
Energy relative to the best compared isomer or geometry (same formula, charge and spin), eV: 4.842
Molar mass, g/mol: 116.1
Orbital gap (spin up / spin down), eV: 7.47 / 7.47
F_max, eV Å⁻¹: 5.2
Charge: 0

Here are the Löwdin charges for atoms 1 to 6, given in e: -0.1412 -0.3338 -0.0233 0.1523 -0.1614 0.0684